No. 1
{"formula": "C3H2FNO", "method": "ωB97M-V with the def2-TZVPD basis set", "e_above_lowest_ev": 7.506, "max_force_ha_per_bohr": 0.0603, "species": ["C", "C", "C", "N", "O", "F", "H", "H"], "xyz": [[0.455, 2.211, -0.176], [2.978, 0.368, 0.358], [0.748, -0.228, -0.102], [0.126, 1.044, 0.142], [2.038, -0.463, 0.044], [4.208, -0.088, -0.149], [0.190, -0.960, 0.471], [-0.634, 0.752, 0.663]]}



No. 2
{"formula": "C3H2FO2Tl", "method": "ωB97M-V with the def2-TZVPD basis set", "e_above_lowest_ev": 6.051, "charge": 2, "max_force_ha_per_bohr": 0.2154, "species": ["F", "H", "O", "C", "C", "H", "Tl", "O", "C"], "xyz": [[-2.799, 0.834, 0.011], [-3.291, -1.597, -0.471], [-0.672, 0.303, -0.204], [-1.868, -0.164, -0.237], [-2.356, -1.374, 0.074], [-1.669, -2.181, 0.319], [1.104, 0.069, -0.188], [4.499, 0.174, -0.122], [3.382, 0.126, -0.130]]}



No. 3
{"formula": "C3H2FO3", "method": "ωB97M-V with the def2-TZVPD basis set", "multiplicity": 2, "e_above_lowest_ev": 1.983, "max_force_ha_per_bohr": 0.0694, "species": ["H", "O", "O", "O", "C", "C", "C", "H", "F"], "xyz": [[0.765, -1.174, 1.034], [-1.028, -0.658, -0.353], [-0.173, 1.166, 0.526], [-2.315, 1.178, -0.176], [0.338, -0.948, -0.187], [0.888, 0.287, 0.452], [-1.264, 0.629, -0.078], [0.829, -1.329, -1.087], [1.960, 0.849, -0.131]]}



No. 4
{"formula": "C3H2GaLiO3", "method": "ωB97M-V with the def2-TZVPD basis set", "e_tot_ev": -61843.9303, "charge": 2, "max_force_ha_per_bohr": 0.1557, "species": ["C", "C", "O", "C", "O", "O", "Li", "H", "H", "Ga"], "xyz": [[1.320, -0.665, -0.561], [0.246, 0.072, -0.203], [-1.016, -0.289, -0.673], [-2.131, -0.050, 0.061], [-1.958, 0.347, 1.235], [2.573, -0.368, -0.263], [-3.842, 0.192, 1.078], [0.296, 0.860, 0.551], [1.129, -0.898, -1.658], [3.384, 0.799, 0.434]]}



No. 5
{"formula": "C3H2HgO2", "method": "ωB97M-V with the def2-TZVPD basis set", "e_above_lowest_ev": 5.146, "charge": 2, "max_force_ha_per_bohr": 0.1119, "species": ["O", "C", "C", "O", "C", "Hg", "H", "H"], "xyz": [[1.355, -0.033, -0.617], [-1.274, 1.811, 0.868], [0.246, -0.537, -0.516], [-0.871, 0.334, -0.530], [-0.988, 0.490, 0.836], [3.146, -0.326, -0.836], [0.054, -1.613, -0.648], [-1.668, -0.126, 1.444]]}



No. 6
{"formula": "C3H2HgO4", "method": "ωB97M-V with the def2-TZVPD basis set", "multiplicity": 3, "e_above_lowest_ev": 0.000, "max_force_ha_per_bohr": 0.1028, "species": ["H", "O", "C", "C", "O", "C", "O", "O", "Hg", "H"], "xyz": [[-1.869, 0.276, 1.517], [-1.326, 0.045, -0.444], [-2.501, -0.458, -0.410], [-3.319, -0.335, 0.760], [-2.590, -0.387, 1.878], [4.526, 0.633, -0.556], [5.672, 0.718, -0.617], [3.372, 0.517, -0.479], [0.890, 0.074, -0.401], [-2.854, -1.083, -1.247]]}



No. 7
{"formula": "C3H2I3N", "method": "ωB97M-V with the def2-TZVPD basis set", "e_above_lowest_ev": 0.615, "max_force_ha_per_bohr": 0.1154, "species": ["C", "C", "C", "N", "I", "I", "I", "H", "H"], "xyz": [[0.740, -0.226, 1.445], [-0.992, 0.254, -0.611], [0.726, 0.000, 0.101], [0.784, -0.574, 2.537], [-2.072, -1.507, -0.194], [1.741, -1.529, -0.951], [1.437, 2.079, -0.320], [-1.661, 1.057, -0.363], [-0.704, 0.447, -1.644]]}



No. 8
{"formula": "C3H2I3N", "method": "ωB97M-V with the def2-TZVPD basis set", "e_above_lowest_ev": 0.888, "max_force_ha_per_bohr": 0.0740, "species": ["C", "C", "C", "N", "I", "I", "I", "H", "H"], "xyz": [[2.009, -0.653, 1.969], [0.008, -0.442, -0.005], [2.035, -0.396, 0.588], [1.961, -0.894, 3.088], [-0.789, -2.320, 0.406], [2.918, -2.015, -0.502], [2.739, 1.544, 0.062], [-0.399, 0.344, 0.614], [0.092, -0.214, -1.055]]}



No. 9
{"formula": "C3H2INS", "method": "ωB97M-V with the def2-TZVPD basis set", "smiles": "SC#CI.C#N", "e_above_lowest_ev": 3.056, "max_force_ha_per_bohr": 0.1267, "species": ["S", "C", "C", "I", "H", "C", "N", "H"], "xyz": [[0.671, 2.321, -0.376], [-0.533, 1.192, -0.238], [-1.557, 0.733, 0.213], [-3.129, -0.520, 0.446], [1.360, 1.204, -0.742], [1.112, -1.663, 0.224], [1.772, -0.932, -0.317], [0.303, -2.335, 0.790]]}



No. 10
{"formula": "C3H2INS2", "method": "ωB97M-V with the def2-TZVPD basis set", "e_above_lowest_ev": 5.080, "max_force_ha_per_bohr": 0.0288, "species": ["C", "C", "C", "N", "S", "S", "I", "H", "H"], "xyz": [[1.233, 1.236, 0.179], [-2.202, -0.170, -0.444], [0.223, -0.827, 0.135], [1.357, -0.047, -0.003], [0.158, -2.402, -0.201], [-1.122, 0.207, 0.749], [-4.034, 0.800, -0.182], [2.183, 1.768, 0.044], [2.203, -0.564, -0.277]]}



No. 11
{"formula": "C3H2Li2LuO3", "method": "ωB97M-V with the def2-TZVPD basis set", "multiplicity": 2, "e_above_lowest_ev": 5.976, "charge": 2, "max_force_ha_per_bohr": 0.1488, "species": ["C", "C", "O", "H", "H", "Lu", "Li", "O", "C", "O", "Li"], "xyz": [[1.542, 0.195, -0.023], [0.200, 0.753, -0.152], [2.586, -0.257, 0.056], [0.174, 1.311, -1.092], [0.056, 1.469, 0.662], [1.385, -2.240, 1.308], [3.399, -2.274, 1.020], [-0.802, -0.255, -0.078], [-2.010, 0.053, -0.494], [-2.608, 0.712, -1.214], [-3.923, 0.534, 0.008]]}



No. 12
{"formula": "C3H2LiNiO2", "method": "ωB97M-V with the def2-TZVPD basis set", "e_tot_ev": -48474.5838, "multiplicity": 3, "charge": 1, "max_force_ha_per_bohr": 0.0758, "species": ["C", "Li", "O", "C", "H", "H", "Ni", "O", "C"], "xyz": [[-0.285, 0.879, 0.489], [-1.260, 2.641, -0.318], [0.527, 1.920, -0.174], [0.843, 0.874, -1.121], [1.868, 0.499, -1.015], [0.666, 1.246, -2.140], [-1.138, -0.856, 1.324], [-0.775, -1.230, -0.567], [-0.409, 0.016, -0.582]]}



No. 13
{"formula": "C3H2LiO3Pd", "method": "ωB97M-V with the def2-TZVPD basis set", "multiplicity": 3, "e_above_lowest_ev": 0.182, "charge": 1, "max_force_ha_per_bohr": 0.2028, "species": ["C", "C", "O", "H", "H", "O", "C", "O", "Li", "Pd"], "xyz": [[-1.189, 0.260, 0.244], [-0.297, -0.022, 1.316], [0.738, -0.176, 1.727], [-1.847, -0.577, 0.024], [-1.700, 1.211, 0.373], [0.625, 1.384, -1.166], [-0.011, 0.401, -0.881], [0.880, -0.639, -1.140], [1.175, -2.346, -0.709], [1.626, 0.505, 0.212]]}



No. 14
{"formula": "C3H2LuO3", "method": "ωB97M-V with the def2-TZVPD basis set", "multiplicity": 2, "e_above_lowest_ev": 0.000, "charge": 2, "max_force_ha_per_bohr": 0.0668, "species": ["O", "C", "O", "C", "C", "O", "H", "Lu", "H"], "xyz": [[4.713, -0.175, -0.029], [3.624, 0.070, 0.028], [-0.124, -1.314, 0.190], [-1.305, -1.124, 0.047], [-1.905, 0.269, -0.102], [-0.941, 1.221, -0.005], [-2.492, 0.259, -1.041], [1.056, 0.641, 0.137], [-2.627, 0.153, 0.775]]}



No. 15
{"formula": "C3H2N2", "method": "ωB97M-V with the def2-TZVPD basis set", "e_above_lowest_ev": 2.430, "max_force_ha_per_bohr": 0.0775, "species": ["C", "C", "C", "N", "N", "H", "H"], "xyz": [[-1.557, 0.141, -0.006], [1.564, -0.850, 0.172], [-0.260, 0.645, 0.140], [-2.633, -0.252, -0.098], [0.753, -0.047, -0.084], [2.300, -1.351, -0.414], [-0.166, 1.714, 0.290]]}



No. 16
{"formula": "C3H2N2O", "method": "ωB97M-V with the def2-TZVPD basis set", "e_above_lowest_ev": 4.254, "max_force_ha_per_bohr": 0.0781, "species": ["C", "C", "C", "N", "N", "O", "H", "H"], "xyz": [[-1.441, -0.199, -0.084], [1.163, -0.542, -0.058], [-0.134, 0.148, -0.388], [-2.490, -0.608, 0.097], [0.777, 0.578, 0.677], [1.976, -1.361, -0.152], [-0.443, 1.433, -1.746], [0.591, 0.550, 1.654]]}



No. 17
{"formula": "C3H2N2O", "method": "ωB97M-V with the def2-TZVPD basis set", "e_above_lowest_ev": 2.119, "max_force_ha_per_bohr": 0.1452, "species": ["C", "C", "C", "H", "H", "N", "N", "O"], "xyz": [[-0.984, 0.006, 0.053], [0.061, 1.023, 0.156], [0.759, -0.911, -0.038], [0.026, 2.222, -0.183], [1.677, -1.634, 0.252], [1.196, 0.474, -0.141], [-0.537, -1.241, -0.024], [-2.198, 0.062, -0.073]]}



No. 18
{"formula": "C3H2N2O2", "method": "ωB97M-V with the def2-TZVPD basis set", "smiles": "O=c1ccnno1", "e_above_lowest_ev": 4.454, "max_force_ha_per_bohr": 0.1420, "species": ["O", "C", "C", "C", "N", "N", "O", "H", "H"], "xyz": [[-1.079, 2.169, 0.290], [-0.351, 1.130, -0.056], [0.035, 0.026, 0.915], [0.207, -1.156, 0.332], [0.590, -1.200, -0.977], [0.519, -0.265, -1.775], [0.116, 1.160, -1.446], [-0.501, 0.318, 1.985], [0.464, -2.181, 0.731]]}



No. 19
{"formula": "C3H2N2O2", "method": "ωB97M-V with the def2-TZVPD basis set", "smiles": "[H]/N=C(/C#N)OC=O", "e_above_lowest_ev": 1.051, "max_force_ha_per_bohr": 0.0230, "species": ["H", "N", "C", "C", "N", "O", "C", "O", "H"], "xyz": [[2.267, -0.657, -0.282], [1.497, -0.864, -0.918], [0.402, -0.485, -0.429], [-0.787, -0.823, -1.192], [-1.574, -1.269, -1.912], [0.320, 0.059, 0.836], [-0.516, 1.086, 1.186], [-1.302, 1.629, 0.473], [-0.307, 1.324, 2.238]]}



No. 20
{"formula": "C3H2N2O2", "method": "ωB97M-V with the def2-TZVPD basis set", "smiles": "C=[N+]([O-])C(=O)C#N", "e_above_lowest_ev": 4.115, "max_force_ha_per_bohr": 0.0595, "species": ["C", "N", "O", "C", "O", "C", "N", "H", "H"], "xyz": [[1.370, -0.176, -0.209], [0.267, -0.853, 0.038], [0.219, -1.985, 0.483], [-1.282, -0.139, -0.069], [-2.226, -0.827, -0.105], [-1.045, 1.267, 0.096], [-0.950, 2.382, 0.379], [2.423, -0.514, -0.010], [1.224, 0.845, -0.603]]}